Here is a cluster of 2 separate species, C2H6NS in total from OMol25. Energies are from wB97M-V/def2-TZVPD.

Last column: natural (NBO) charge in e.
CARTESIAN COORDINATES (ANGSTROEM)
S -1.329 -1.632 0.364  -1.040
H -1.995 -2.687 0.735  0.077
C -0.317 0.771 -0.787  -0.479
C 1.376 0.361 0.692  -0.090
N 0.867 1.271 -0.070  -0.430
H -0.644 1.577 -1.479  0.163
H -1.195 0.572 -0.104  0.255
H -0.069 -0.134 -1.342  0.212
H 2.260 0.573 1.340  0.136
H 1.047 -0.672 0.650  0.197

Computed properties:
Relative energy (zero: lowest compared OMol25 entry of this formula, charge and spin), kJ/mol: 109.88
M, g mol⁻¹: 76.144
Net charge: -1
Kohn-Sham gap, eV: 7.20
Strongest force on any atom, eV Å⁻¹: 2.23



Here is the molecule C6H10O from OMol25. Energies are from wB97M-V/def2-TZVPD.

Last column: natural (NBO) charge in e.
CARTESIAN COORDINATES (ANGSTROEM)
C 1.189 1.086 0.482  -0.423
C 0.846 -0.221 1.195  -0.081
O -0.578 -0.246 1.432  -0.438
C -1.405 -0.723 0.551  0.385
C -1.213 -1.473 -0.609  -0.545
C -0.043 -1.438 -1.378  -0.279
C 0.241 1.442 -0.675  -0.603
H 2.228 1.010 0.134  0.223
H 1.155 1.884 1.233  0.201
H 1.130 -1.098 0.617  0.231
H 1.277 -0.250 2.196  0.191
H -2.422 -0.465 0.858  0.188
H -0.702 0.918 -0.577  0.200
H -2.136 -1.993 -0.879  0.194
H -0.186 -2.083 -2.267  0.120
H -0.022 2.504 -0.666  0.202
H 0.641 1.147 -1.647  0.234

Computed properties:
Relative energy (zero: lowest compared OMol25 entry of this formula, charge and spin), kJ/mol: 413.53
M, g mol⁻¹: 98.145
Net charge: 0
Kohn-Sham gap, eV: 7.42
Strongest force on any atom, eV Å⁻¹: 0.51



Here is a structure of composition C29H20N8O8RuS from OMol25. Energies are from wB97M-V/def2-TZVPD.

Last column: natural (NBO) charge in e.
CARTESIAN COORDINATES (ANGSTROEM)
Ru 0.909 -0.378 0.242  0.947
O 4.531 -1.500 1.737  -0.549
C 3.583 -1.002 1.176  0.645
N 2.376 -1.593 0.853  -0.622
C 2.061 -2.888 1.210  0.653
O 2.804 -3.743 1.631  -0.549
C 0.577 -3.163 1.051  0.104
C 0.060 -4.390 1.417  -0.207
C -1.310 -4.578 1.350  -0.157
C -2.108 -3.527 0.927  -0.254
C -1.519 -2.328 0.557  0.132
N -0.198 -2.157 0.611  -0.388
C 3.613 0.453 0.754  0.113
C 4.772 1.193 0.860  -0.204
C 4.762 2.506 0.413  -0.155
C 3.598 3.021 -0.130  -0.219
C 2.466 2.224 -0.197  0.077
N 2.480 0.967 0.251  -0.366
H 0.748 -5.155 1.749  0.250
H -1.750 -5.527 1.628  0.220
H -3.183 -3.626 0.869  0.228
H -2.082 -1.490 0.173  0.256
H 5.647 0.717 1.279  0.249
H 5.655 3.113 0.477  0.221
H 3.550 4.032 -0.508  0.232
H 1.537 2.573 -0.628  0.264
N -6.790 1.368 -0.037  -0.802
C -5.446 1.753 -0.010  0.180
C -4.918 2.385 1.117  -0.312
C -3.578 2.724 1.162  -0.087
C -2.759 2.430 0.079  -0.425
C -3.271 1.808 -1.054  -0.126
C -4.611 1.470 -1.091  -0.271
S -1.050 2.820 0.173  2.352
O -0.527 2.952 -1.161  -0.956
O -0.891 3.917 1.092  -0.955
N -0.326 1.488 0.783  -0.873
C -0.385 1.139 2.064  0.587
N -1.099 1.680 3.056  -0.486
C -0.973 1.091 4.236  0.113
C -0.179 -0.029 4.486  -0.374
C 0.508 -0.549 3.397  0.112
N 0.419 0.038 2.220  -0.465
H -7.398 1.926 0.541  0.371
H -7.166 1.241 -0.963  0.375
H -5.564 2.608 1.959  0.201
H -3.153 3.212 2.028  0.237
H -2.634 1.572 -1.894  0.277
H -5.008 0.975 -1.969  0.214
H -1.553 1.534 5.040  0.191
H -0.114 -0.474 5.466  0.224
H 1.139 -1.429 3.461  0.211
O 3.886 -1.510 -6.081  -0.752
C 2.673 -1.272 -5.939  0.731
O 1.751 -1.199 -6.766  -0.734
C 2.233 -1.081 -4.460  -0.036
C 3.155 -1.209 -3.430  -0.225
C 2.751 -1.039 -2.124  0.024
N 1.485 -0.747 -1.785  -0.417
C 0.587 -0.621 -2.778  0.097
C 0.925 -0.783 -4.109  -0.192
C -0.825 -0.304 -2.345  0.762
O -1.709 -0.160 -3.180  -0.665
O -0.967 -0.205 -1.076  -0.741
H 4.181 -1.444 -3.678  0.252
H 3.459 -1.156 -1.315  0.189
H 0.166 -0.674 -4.870  0.272

Computed properties:
Relative energy (zero: lowest compared OMol25 entry of this formula, charge and spin), kJ/mol: 27.04
M, g mol⁻¹: 741.664
2S+1: 2
⟨S²⟩: 0.754
Net charge: -1
Kohn-Sham gap (spin up / spin down), eV: 6.56 / 6.59
Strongest force on any atom, eV Å⁻¹: 0.93



Here is a cluster of 2 separate species, ClFH2NPS in total from OMol25. Energies are from wB97M-V/def2-TZVPD.

Last column: natural (NBO) charge in e.
CARTESIAN COORDINATES (ANGSTROEM)
N -1.134 -0.600 1.773  -0.637
F -0.857 0.699 -1.790  -0.559
P 0.443 0.246 -0.968  1.182
S 1.864 1.614 -0.982  -0.378
Cl 0.830 -1.401 -2.054  -0.206
H -0.168 -0.734 1.679  0.298
H -0.978 0.176 2.342  0.300

Computed properties:
Relative energy (zero: lowest compared OMol25 entry of this formula, charge and spin), kJ/mol: 326.04
M, g mol⁻¹: 133.515
Net charge: 0
Kohn-Sham gap (spin up / spin down), eV: 5.19 / 5.19
Strongest force on any atom, eV Å⁻¹: 3.13



Here is the molecule C20H19F3N2O3S2 from OMol25. Energies are from wB97M-V/def2-TZVPD.

Last column: natural (NBO) charge in e.
CARTESIAN COORDINATES (ANGSTROEM)
C -2.614 -2.162 3.493  -0.213
C -2.897 -2.182 2.121  -0.216
C -2.079 -1.471 1.239  -0.169
C -1.006 -0.735 1.746  -0.019
C -0.014 -0.022 0.807  -0.354
C 1.254 -0.707 1.101  0.383
N 1.742 -1.672 0.390  -0.301
C 3.076 -2.160 0.758  -0.221
C 3.332 -3.320 -0.183  -0.422
C 1.997 -3.676 -0.850  -0.414
C 1.020 -2.511 -0.596  -0.243
C -0.758 -0.663 3.119  -0.231
C -1.568 -1.378 4.009  -0.200
H -3.240 -2.717 4.200  0.221
H -3.725 -2.794 1.722  0.226
H -2.314 -1.407 0.162  0.231
H -0.275 -0.354 -0.215  0.259
H 1.903 -0.313 1.887  0.217
H 3.795 -1.334 0.665  0.227
H 3.074 -2.451 1.818  0.211
H 4.074 -3.018 -0.914  0.225
H 3.754 -4.143 0.390  0.230
H 2.113 -3.848 -1.922  0.237
H 1.577 -4.582 -0.410  0.220
H 0.052 -2.851 -0.193  0.238
H 0.829 -1.932 -1.518  0.247
H 0.035 0.001 3.483  0.209
H -1.322 -1.351 5.081  0.222
F -2.753 6.182 -2.588  -0.328
C -2.480 4.936 -3.054  0.834
F -3.541 4.490 -3.792  -0.325
F -1.406 5.020 -3.878  -0.315
S -2.099 3.832 -1.637  0.369
N -1.529 2.621 -2.939  -0.765
C -1.781 1.450 -2.136  0.663
O -2.591 0.550 -2.362  -0.517
C -0.800 1.591 -1.044  -0.152
C 0.467 1.767 -1.622  -0.597
C 1.611 1.891 -0.792  -0.160
C 1.419 1.969 0.546  -0.351
C 0.173 1.458 1.128  -0.229
C -1.032 1.751 0.312  -0.296
S 0.287 2.672 -3.133  2.273
O 0.539 1.931 -4.336  -0.904
O 0.800 3.988 -2.944  -0.898
H 2.603 1.912 -1.271  0.224
H 2.178 2.420 1.216  0.218
H 0.166 1.599 2.212  0.220
H -2.047 1.723 0.726  0.234

Computed properties:
Relative energy (zero: lowest compared OMol25 entry of this formula, charge and spin), kJ/mol: 483.81
M, g mol⁻¹: 456.511
Net charge: 0
Kohn-Sham gap, eV: 5.49
Strongest force on any atom, eV Å⁻¹: 4.42